# C5H6N2S

One molecule with the formula C5H6N2S at a distorted geometry (ωB97M-V with the def2-TZVPD basis set, the OMol25 dataset).

CARTESIAN COORDINATES (ANGSTROEM)
1 C -3.48422 -0.79949 -0.26363
2 C -1.54522 0.43037 0.49974
3 C -1.60773 -0.89779 0.68748
4 C -0.21924 1.05060 0.85425
5 C 0.99648 -0.57025 -0.40279
6 N -2.64253 -1.58903 0.29964
7 N 0.63264 -0.10599 0.85054
8 S -3.07197 0.85698 -0.33166
9 H -4.46571 -1.12597 -0.33665
10 H -0.03273 1.70632 -0.07011
11 H -0.12459 1.56882 1.74540
12 H 1.81143 0.05754 -0.62364
13 H 1.23581 -1.64799 -0.42971
14 H 0.26048 -0.28261 -1.16932

Cartesian forces (eV/Å) of the 6 atoms listed first:
C -0.1 0.8 0.4
C -0.8 0.2 0.5
C 1.0 0.3 0.5
C -0.5 -0.2 -4.4
C -0.9 -0.5 -1.3
N 0.3 -1.4 0.3

Values from the calculation:
- Lowest unoccupied orbital energy (spin up / spin down): 0.0 / -0.4 eV
- Energy above the lowest of the compared OMol25 structures with the same formula, charge and spin: 558.7 kJ/mol
- E_HOMO (spin up / spin down): -9.00 / -9.05 eV